24
Properties=species:S:1:pos:R:3 method="wB97M-V/def2-TZVPD" e_tot_ha=-1586.963540 homo_lumo_gap_ev=7.35 total_charge=+2 homo_energy_ev=-17.15
C 2.29966 1.13128 0.23208
C 2.19107 -0.13832 -0.69018
B 0.80250 -0.93811 -0.67097
O 0.69425 -2.10587 -1.44180
C -0.51104 -0.55113 0.19710
N -0.67826 -1.66609 1.23448
C -1.84087 -0.53243 -0.62727
O -2.07796 0.67997 -1.25348
C -2.27255 1.72940 -0.32394
H 2.19612 0.87192 1.33279
H 1.59395 1.91251 -0.08551
H 3.30175 1.54825 0.10909
H 2.40860 0.14135 -1.72784
H 2.99241 -0.83076 -0.38488
H 1.31528 -2.72710 -1.05339
H -0.36973 0.41824 0.81141
H -1.15925 -1.30077 2.06866
H 0.27108 -2.00247 1.46028
H -2.65543 -0.88064 0.02613
H -1.72594 -1.28655 -1.41083
H -2.53940 1.34970 0.68381
H -3.04130 2.42413 -0.65635
H -1.31490 2.27652 -0.21900
Yb 0.11996 0.47699 2.38958